Record 1
A 32-piece molecular cluster, C56H190N14O32 overall. Source: OMol25; level of theory: ωB97M-V with the def2-TZVPD basis set.

The geometry in XYZ format:
```
292
Properties=species:S:1:pos:R:3:mulliken_charge:R:1
O 2.86 -0.96 -3.79 -0.94
H 2.25 -1.40 -3.15 0.21
H 2.19 -0.72 -4.49 0.44
O 3.57 -3.58 -4.20 -0.44
H 3.37 -2.59 -4.34 0.36
H 3.55 -3.70 -3.22 0.10
O -2.53 -7.75 -0.23 -0.66
H -2.23 -8.63 -0.56 0.28
H -3.21 -7.47 -0.84 0.35
O 1.63 -5.30 -4.85 -0.63
H 2.27 -4.55 -4.76 0.52
H 0.79 -4.88 -4.55 0.31
O 0.90 4.07 3.38 1.72
H -0.01 4.42 3.19 -0.16
H 1.52 4.80 3.13 -0.52
O 0.61 2.56 -4.31 -0.57
H 0.98 2.99 -5.13 0.33
H 1.45 2.40 -3.84 0.14
O 3.28 5.69 2.95 -0.63
H 3.71 5.25 3.68 0.29
H 3.17 6.63 3.12 0.24
O 1.83 -7.03 -2.90 -0.71
H 1.78 -6.49 -3.73 0.46
H 2.66 -7.47 -3.06 0.23
O 4.50 -7.36 -1.01 -0.67
H 3.87 -6.60 -0.81 0.38
H 5.35 -7.04 -1.04 0.24
O 4.49 4.34 4.89 -0.89
H 3.71 3.94 5.45 0.56
H 4.71 3.57 4.33 0.25
O -3.04 0.47 -2.13 -0.31
H -3.84 0.10 -2.43 -0.05
H -2.92 1.29 -2.72 0.19
O -0.70 -4.19 -3.66 -0.79
H -1.43 -4.01 -4.23 0.46
H -0.93 -4.90 -3.02 0.10
O -4.58 -6.64 -2.03 -0.80
H -4.38 -5.87 -1.47 0.45
H -4.20 -6.45 -2.84 0.30
O 3.18 1.82 -2.82 -0.49
H 3.59 1.00 -3.16 0.19
H 3.81 2.16 -2.18 0.24
O 2.42 -5.44 -0.78 -0.34
H 1.99 -5.57 0.05 0.36
H 2.04 -6.05 -1.44 0.36
O -1.67 4.34 2.40 0.11
H -2.37 5.00 2.33 0.09
H -2.20 3.50 2.26 -0.03
O 0.02 7.18 2.93 -0.64
H 0.29 6.69 3.73 0.04
H 0.86 7.46 2.51 0.42
O -0.54 -6.21 -1.68 -0.47
H 0.11 -6.86 -2.00 0.26
H -1.11 -6.70 -1.01 0.17
C -5.76 1.65 0.63 -0.60
C -5.58 1.12 2.07 1.36
C -4.26 1.63 2.66 -0.45
O -3.14 1.82 1.86 1.79
C -2.64 0.63 1.28 -0.28
N -6.55 1.61 3.02 -0.62
H -5.64 2.73 0.56 -0.04
H -6.78 1.28 0.31 0.35
H -5.08 1.26 -0.08 -0.19
H -5.63 0.03 2.07 -0.21
H -3.93 1.06 3.54 -0.62
H -4.46 2.65 3.06 0.17
H -3.36 -0.08 0.98 0.12
H -1.94 0.10 1.93 -0.26
H -2.03 0.91 0.42 -0.79
H -7.39 1.05 2.99 0.28
H -6.79 2.60 2.98 0.17
C 7.08 -7.31 -4.35 -1.73
C 6.00 -6.27 -4.42 1.81
C 6.55 -4.98 -4.97 -0.36
O 7.60 -4.49 -4.12 -0.29
C 7.81 -3.09 -4.17 -0.65
N 4.87 -6.59 -5.38 -0.75
H 7.95 -6.91 -3.88 0.39
H 7.32 -7.69 -5.32 0.41
H 6.81 -8.23 -3.80 0.40
H 5.49 -6.14 -3.46 -0.46
H 5.70 -4.19 -5.08 -0.07
H 6.92 -5.13 -5.96 0.32
H 6.91 -2.51 -4.52 0.23
H 8.71 -2.76 -4.78 0.26
H 7.92 -2.64 -3.19 0.23
H 4.02 -6.26 -4.99 0.01
H 4.58 -7.57 -5.47 0.28
C 2.83 -1.65 0.50 0.27
C 1.45 -1.82 -0.11 1.70
C 0.86 -0.39 -0.42 -0.55
O 0.60 0.28 0.83 1.84
C 0.42 1.65 0.65 -1.32
N 1.55 -2.63 -1.38 1.58
H 3.57 -1.09 -0.12 0.11
H 3.30 -2.67 0.70 -1.19
H 2.64 -1.21 1.50 -0.60
H 0.84 -2.27 0.65 -1.12
H -0.07 -0.41 -1.00 -0.43
H 1.63 0.24 -0.84 0.37
H 0.22 2.07 1.58 0.47
H -0.38 1.90 -0.14 -0.26
H 1.35 2.11 0.36 0.08
H 1.89 -3.55 -1.21 -0.65
H 0.62 -2.63 -1.87 -0.52
C -2.50 3.61 -1.48 1.65
C -3.05 3.67 -2.90 0.40
C -2.72 5.10 -3.49 -1.24
O -2.87 6.22 -2.71 -0.30
C -4.23 6.49 -2.35 -0.71
N -2.42 2.64 -3.73 0.01
H -2.70 2.63 -1.00 -0.69
H -2.91 4.41 -0.83 -0.71
H -1.41 3.87 -1.48 -0.50
H -4.11 3.42 -2.92 0.32
H -3.33 5.14 -4.41 0.41
H -1.68 4.96 -3.82 0.35
H -4.32 7.53 -2.04 0.24
H -4.51 5.97 -1.50 0.26
H -4.88 6.36 -3.23 0.38
H -2.78 2.63 -4.65 0.31
H -1.40 2.71 -3.80 -0.31
C 0.38 0.79 -7.33 -1.79
C -0.01 -0.53 -6.67 1.21
C 0.51 -1.73 -7.45 -1.00
O -0.08 -2.92 -6.99 -0.18
C 0.35 -4.01 -7.80 -0.83
N 0.36 -0.64 -5.25 0.27
H -0.07 0.75 -8.30 0.50
H 1.42 0.98 -7.35 0.39
H -0.02 1.63 -6.78 0.23
H -1.04 -0.54 -6.84 -0.37
H 1.65 -1.78 -7.35 0.27
H 0.22 -1.55 -8.48 0.47
H -0.11 -4.94 -7.40 0.30
H 1.47 -4.25 -7.78 0.25
H 0.06 -3.93 -8.89 0.30
H -0.06 -1.50 -4.78 -0.15
H -0.03 0.11 -4.73 0.02
C -6.19 -3.36 1.59 -1.58
C -5.47 -3.74 0.29 0.26
C -4.17 -2.88 0.13 0.01
O -3.48 -3.29 -1.01 -0.14
C -2.28 -2.50 -1.13 2.67
N -5.14 -5.15 0.29 -0.48
H -6.56 -2.32 1.62 0.25
H -5.46 -3.41 2.42 0.32
H -7.05 -4.01 1.95 0.37
H -6.14 -3.56 -0.53 -0.02
H -3.63 -2.78 1.06 0.13
H -4.58 -1.90 -0.07 -0.18
H -1.63 -2.95 -1.90 -1.68
H -1.79 -2.60 -0.20 0.65
H -2.52 -1.47 -1.45 -0.81
H -5.82 -5.80 -0.01 0.32
H -4.92 -5.50 1.19 0.14
C 6.50 -3.17 2.56 -1.54
C 5.32 -4.01 2.03 2.17
C 5.77 -5.35 1.51 -0.90
O 6.84 -5.42 0.56 -0.49
C 6.61 -4.55 -0.58 -0.24
N 4.27 -4.20 3.07 -0.31
H 6.24 -2.17 3.00 0.33
H 7.19 -2.98 1.71 0.22
H 7.04 -3.61 3.36 0.41
H 4.81 -3.47 1.21 -0.77
H 4.95 -5.87 1.12 0.32
H 6.18 -5.97 2.35 0.39
H 6.81 -3.49 -0.25 0.09
H 5.57 -4.52 -0.98 -0.04
H 7.32 -4.86 -1.31 0.35
H 3.97 -3.33 3.49 0.19
H 4.60 -4.85 3.75 0.27
C 5.46 0.97 0.89 -1.22
C 4.37 2.03 0.74 2.10
C 3.89 2.84 1.98 -0.01
O 3.96 2.10 3.10 -0.76
C 2.91 1.14 3.42 -0.25
N 4.69 2.89 -0.45 -0.75
H 6.42 1.31 1.22 0.51
H 5.54 0.44 -0.11 0.34
H 5.00 0.19 1.53 -0.06
H 3.50 1.45 0.49 -1.32
H 2.94 3.30 1.82 -0.01
H 4.56 3.66 2.07 0.62
H 3.18 0.10 3.19 -0.06
H 2.02 1.47 2.95 -0.04
H 2.79 1.16 4.50 0.41
H 5.57 3.31 -0.21 0.37
H 4.07 3.73 -0.54 0.05
C 1.71 6.15 6.02 -0.79
C 1.30 4.81 6.73 0.05
C -0.20 4.50 6.74 -0.15
O -0.41 3.56 7.74 -0.41
C -1.77 3.18 7.72 -0.16
N 2.11 3.73 6.14 -0.50
H 1.48 6.09 4.92 -0.44
H 2.80 6.28 6.10 0.36
H 1.08 6.94 6.47 0.48
H 1.63 5.02 7.76 0.45
H -0.48 4.26 5.70 -0.02
H -0.68 5.46 7.00 0.35
H -2.43 4.01 7.68 0.38
H -2.05 2.53 8.61 0.25
H -1.89 2.55 6.80 -0.20
H 1.97 2.95 6.80 0.35
H 1.63 3.43 5.26 -0.23
C 3.09 8.78 -1.20 -1.70
C 2.32 7.88 -0.25 0.51
C 2.75 6.44 -0.36 -0.25
O 2.38 5.86 -1.66 -0.47
C 1.08 5.39 -1.66 -0.14
N 2.40 8.34 1.11 -0.44
H 4.19 8.56 -1.18 0.31
H 2.81 9.80 -1.06 0.49
H 2.88 8.50 -2.20 0.39
H 1.26 7.90 -0.58 -0.04
H 2.19 5.84 0.42 0.01
H 3.91 6.34 -0.35 0.43
H 1.02 4.74 -2.54 0.12
H 0.38 6.24 -1.80 0.27
H 0.92 4.92 -0.71 0.09
H 2.27 9.32 1.18 0.22
H 3.42 8.27 1.33 0.28
C -3.47 -2.51 6.21 -1.09
C -3.20 -1.21 7.00 0.17
C -2.52 -0.23 6.13 1.53
O -1.26 -0.83 5.73 -0.41
C -0.50 0.07 4.99 -0.02
N -4.43 -0.77 7.61 -0.77
H -4.13 -2.32 5.30 0.16
H -4.00 -3.16 6.89 0.46
H -2.48 -2.92 5.96 0.17
H -2.50 -1.50 7.82 0.33
H -2.45 0.78 6.64 -0.86
H -3.12 -0.04 5.25 -0.65
H 0.02 0.92 5.60 0.21
H -1.07 0.51 4.22 -0.05
H 0.38 -0.50 4.58 0.12
H -4.39 0.16 7.97 0.26
H -5.14 -0.65 6.88 0.27
C -3.77 -0.62 -5.54 -1.59
C -3.31 -1.78 -4.76 2.42
C -4.47 -2.36 -3.98 -0.46
O -5.13 -1.26 -3.32 -0.07
C -6.46 -1.51 -2.83 -0.62
N -2.72 -2.89 -5.52 -0.48
H -4.73 -0.74 -6.00 0.42
H -3.13 -0.27 -6.36 0.29
H -3.95 0.29 -4.94 0.11
H -2.52 -1.43 -4.01 -0.63
H -4.21 -3.13 -3.18 -0.26
H -5.07 -2.96 -4.65 0.50
H -6.52 -2.31 -2.06 0.02
H -7.17 -1.87 -3.61 0.34
H -6.76 -0.51 -2.44 0.24
H -3.20 -2.98 -6.39 0.35
H -1.75 -2.60 -5.75 -0.35
C -6.19 8.90 2.51 -1.36
C -5.41 7.80 1.79 0.63
C -4.13 7.37 2.60 -1.03
O -3.38 6.50 1.83 -0.09
C -2.59 7.15 0.82 -0.59
N -6.14 6.67 1.36 -0.47
H -6.79 9.48 1.81 0.35
H -5.37 9.57 2.85 0.32
H -6.73 8.48 3.37 0.37
H -5.02 8.26 0.84 0.05
H -4.41 6.89 3.59 0.33
H -3.53 8.25 2.93 0.35
H -3.11 8.00 0.26 0.24
H -2.27 6.40 0.10 0.02
H -1.78 7.70 1.25 0.29
H -6.77 6.37 2.05 0.24
H -5.58 5.91 1.05 0.11
C 1.34 -7.14 3.04 -1.46
C 0.48 -6.07 2.28 1.13
C -0.58 -5.46 3.20 -1.39
O -1.15 -4.25 2.62 0.08
C -0.81 -3.03 3.19 -0.17
N 1.28 -5.08 1.63 -0.15
H 0.73 -8.05 3.18 0.39
H 1.59 -6.69 4.05 0.32
H 2.19 -7.39 2.42 0.33
H 0.03 -6.65 1.43 -0.16
H -0.06 -5.14 4.12 0.33
H -1.36 -6.09 3.57 0.42
H -0.73 -3.17 4.29 0.49
H -1.58 -2.29 2.81 -0.36
H 0.19 -2.67 2.83 -0.02
H 1.74 -4.42 2.21 0.08
H 0.71 -4.44 1.07 -0.30
```

The HOMO energy comes out at -8.84 eV. For the total energy, the calculation gives -147529.59806 eV. For the HOMO-LUMO gap, the calculation gives 9.169 eV.

***

Record 2
A 8-piece molecular cluster, C52H60F4N10O5PS2 overall. Source: OMol25; level of theory: ωB97M-V with the def2-TZVPD basis set.

The geometry in XYZ format:
```
134
Properties=species:S:1:pos:R:3:mulliken_charge:R:1
C 0.71 -3.69 -1.08 -1.46
C 0.37 -2.26 -0.71 -0.12
O -0.99 -1.87 -0.95 -0.02
C -1.36 -1.73 -2.28 -1.03
C -2.62 -2.52 -2.68 -0.66
C -2.67 -3.91 -2.09 -0.90
C -3.14 -4.03 -0.62 -0.88
F -3.31 -2.82 0.01 -0.19
N -3.91 -1.74 -2.50 1.47
P -5.36 -2.63 -2.83 0.42
O -5.99 -3.17 -1.63 -0.60
C -3.83 -0.43 -2.82 -1.16
N -4.59 0.23 -3.64 0.42
S -4.47 1.92 -3.94 -0.11
N -2.81 0.31 -2.20 0.71
C -2.97 0.25 -0.71 0.48
C -4.20 1.05 -0.32 0.02
C -4.04 2.40 0.02 -0.13
C -5.14 3.18 0.36 -1.31
C -6.43 2.62 0.36 0.90
C -7.60 3.49 0.70 -1.63
C -6.57 1.27 0.05 -1.37
C -5.47 0.48 -0.29 0.05
C -1.57 -0.26 -2.70 -1.31
O -1.72 -0.25 -4.09 -0.51
S -0.09 0.83 -2.50 1.29
O 1.01 0.06 -3.01 -0.45
O -0.36 2.04 -3.21 -0.72
C 0.23 1.39 -0.75 0.76
F 1.46 1.85 -0.71 -0.15
F 0.10 0.44 0.13 -0.08
F -0.60 2.37 -0.51 -0.15
H 1.79 -3.78 -1.06 0.50
H 0.43 -3.92 -2.10 0.25
H 0.32 -4.42 -0.38 0.32
H 1.09 -1.59 -1.19 0.29
H 0.51 -2.14 0.36 0.44
H -0.57 -2.12 -2.92 0.97
H -2.51 -2.64 -3.76 0.58
H -3.35 -4.50 -2.70 0.29
H -1.72 -4.40 -2.19 0.47
H -2.44 -4.65 -0.07 0.35
H -4.09 -4.55 -0.58 0.47
H -5.02 -3.64 -3.74 -0.02
H -6.24 -1.77 -3.52 0.06
H -5.31 -0.26 -4.16 0.21
H -3.21 1.95 -4.41 0.19
H -3.11 -0.76 -0.33 0.44
H -2.13 0.68 -0.19 0.17
H -3.07 2.86 0.03 0.52
H -5.03 4.22 0.64 0.48
H -7.77 4.20 -0.10 0.31
H -8.52 2.93 0.84 0.39
H -7.42 4.08 1.60 0.38
H -7.56 0.83 0.06 0.41
H -5.61 -0.57 -0.53 0.65
H -0.92 -0.61 -4.51 0.65
N 2.97 6.57 1.67 -0.61
C 2.05 5.83 1.07 -0.49
C 2.22 4.48 0.76 0.10
C 3.42 3.88 1.09 -0.56
C 4.39 4.64 1.74 -0.46
C 4.11 5.97 2.00 -0.25
H 1.11 6.33 0.84 0.38
H 1.43 3.93 0.29 0.33
H 3.60 2.83 0.88 0.56
H 5.33 4.21 2.04 0.51
H 4.84 6.60 2.51 0.37
N 4.74 0.23 -7.36 -0.61
C 3.97 -0.60 -6.66 -0.34
C 3.12 -0.19 -5.65 -0.20
C 3.07 1.16 -5.33 0.07
C 3.87 2.04 -6.05 -0.60
C 4.68 1.52 -7.05 -0.22
H 4.04 -1.65 -6.93 0.37
H 2.51 -0.91 -5.11 0.30
H 2.42 1.51 -4.54 0.39
H 3.86 3.10 -5.83 0.39
H 5.32 2.17 -7.63 0.38
N 1.70 2.24 4.68 -0.22
C 1.82 1.63 5.86 -0.33
C 2.93 1.75 6.67 -0.51
C 3.99 2.54 6.23 -0.36
C 3.89 3.17 5.00 -0.53
C 2.72 2.99 4.27 -0.02
H 0.97 1.02 6.16 0.37
H 2.98 1.24 7.63 0.42
H 4.88 2.65 6.84 0.43
H 4.69 3.79 4.62 0.36
H 2.57 3.45 3.31 0.43
N -2.78 -5.56 -5.11 -0.26
C -3.79 -6.35 -5.47 -0.08
C -3.66 -7.71 -5.69 -0.61
C -2.41 -8.29 -5.54 -0.14
C -1.35 -7.48 -5.17 -0.73
C -1.58 -6.13 -4.97 -0.01
H -4.75 -5.86 -5.58 0.33
H -4.52 -8.30 -5.97 0.37
H -2.27 -9.35 -5.70 0.39
H -0.35 -7.89 -5.04 0.37
H -0.77 -5.47 -4.68 0.40
N -2.21 1.28 1.39 0.22
C -1.17 1.29 2.22 -0.83
C -1.15 0.62 3.44 -0.65
C -2.27 -0.09 3.82 -0.51
C -3.37 -0.10 2.97 -1.37
C -3.29 0.60 1.77 1.13
H -0.31 1.85 1.90 0.83
H -0.26 0.66 4.05 0.39
H -2.30 -0.63 4.76 0.44
H -4.27 -0.64 3.22 0.54
H -4.12 0.61 1.08 -0.38
N 5.31 -0.57 -0.80 -0.45
C 4.86 -0.22 -2.00 -0.47
C 5.64 -0.21 -3.15 0.11
C 6.97 -0.57 -3.05 -0.48
C 7.46 -0.93 -1.80 -0.36
C 6.59 -0.92 -0.72 -0.36
H 3.81 0.06 -2.05 0.63
H 5.21 0.09 -4.10 0.22
H 7.61 -0.57 -3.92 0.42
H 8.49 -1.22 -1.67 0.38
H 6.94 -1.19 0.27 0.37
N 4.09 1.13 9.91 -0.36
C 4.01 2.44 10.14 0.22
C 3.88 2.99 11.40 -0.72
C 3.82 2.14 12.49 -0.15
C 3.89 0.77 12.27 -0.46
C 4.03 0.32 10.97 -0.22
H 4.05 3.07 9.26 0.24
H 3.82 4.07 11.53 0.35
H 3.71 2.53 13.50 0.38
H 3.85 0.07 13.09 0.35
H 4.10 -0.74 10.75 0.36
```

The HOMO energy comes out at -10.49 eV. For the total energy, the calculation gives -121853.17650 eV. The charge is +1. For the HOMO-LUMO gap, the calculation gives 7.173 eV.

***

Record 3
C18H18N8O6 as an isolated structure. Source: OMol25; level of theory: ωB97M-V with the def2-TZVPD basis set.

The geometry in XYZ format:
```
50
Properties=species:S:1:pos:R:3:mulliken_charge:R:1
C 3.54 -0.52 4.01 -1.43
C 2.21 -0.33 3.28 0.89
O 1.13 -0.41 3.86 -0.59
N 2.31 -0.04 1.91 0.10
C 3.66 0.29 1.43 -0.66
C 3.64 1.35 0.36 -0.88
N 2.64 1.00 -0.63 -0.07
C 2.76 1.84 -1.80 -0.89
C 1.93 1.25 -2.91 -0.71
N 0.58 0.91 -2.47 0.14
C -0.41 0.92 -3.46 0.91
C 0.09 1.19 -4.87 -1.41
O -1.61 0.75 -3.23 -0.62
C 0.33 0.49 -1.16 -0.23
C -0.93 0.05 -0.72 -0.87
N -1.10 -0.48 0.49 -0.01
C -0.07 -0.52 1.36 -0.82
C 1.20 -0.01 1.05 -0.20
C 1.41 0.50 -0.25 1.15
H 4.25 -1.17 3.46 0.38
H 4.04 0.45 4.21 0.35
H 3.34 -0.98 4.98 0.37
H 4.28 0.69 2.24 0.48
H 4.18 -0.61 1.04 0.20
H 3.44 2.34 0.82 0.33
H 4.63 1.42 -0.12 0.38
H 2.45 2.88 -1.60 0.34
H 3.82 1.88 -2.11 0.39
H 1.91 2.01 -3.71 0.47
H 2.45 0.37 -3.32 0.26
H 0.92 0.53 -5.17 0.34
H -0.75 1.02 -5.55 0.37
H 0.40 2.24 -5.00 0.34
H -1.80 0.14 -1.35 1.02
H -0.28 -0.94 2.33 0.62
O -1.60 -3.40 1.46 -0.60
N -2.69 -3.51 0.84 1.00
C -3.38 -2.35 0.39 -0.84
C -2.90 -1.07 0.87 0.99
C -4.02 -0.20 0.79 -0.29
N -4.23 0.97 1.50 0.77
O -3.46 1.69 2.13 -0.70
O -5.62 1.32 1.42 -0.19
N -6.33 0.37 0.70 -0.51
C -5.37 -0.58 0.39 0.68
N -5.74 -1.78 0.01 -0.61
C -4.73 -2.64 -0.02 -0.18
O -3.22 -4.63 0.58 -0.67
H -2.27 -1.05 1.81 0.19
H -5.04 -3.65 -0.28 0.49
```

The HOMO energy comes out at -7.99 eV. For the total energy, the calculation gives -43154.66434 eV. For the HOMO-LUMO gap, the calculation gives 7.471 eV.

***

Record 4
An isolated molecule of C5H3N. Source: OMol25; level of theory: ωB97M-V with the def2-TZVPD basis set.

The geometry in XYZ format:
```
9
Properties=species:S:1:pos:R:3:mulliken_charge:R:1
C -0.64 0.93 -0.06 -0.24
C -1.81 1.35 0.44 -0.29
C -2.69 0.56 -0.08 0.16
C -0.22 -0.56 0.19 -0.14
C -1.52 -1.14 -0.08 0.10
N -2.69 -0.77 -0.12 -0.41
H 0.01 1.30 -0.84 0.32
H 0.53 -0.81 -0.55 0.25
H 0.18 -0.87 1.25 0.24
```

The HOMO energy (alpha / beta) comes out at -7.50 / -8.03 eV. For the total energy, the calculation gives -6714.82996 eV. For the HOMO-LUMO gap (alpha / beta), the calculation gives 7.146 / 7.762 eV.

***

Which formula does entry 2 have? C52H60F4N10O5PS2